No. 1
{"formula": "C21H24IrN2OP2Se", "method": "ωB97M-V/def2-TZVPD", "symbols": ["C", "C", "C", "C", "C", "C", "C", "C", "C", "C", "C", "C", "C", "H", "H", "H", "H", "H", "H", "H", "N", "Ir", "C", "H", "H", "C", "H", "H", "P", "P", "C", "H", "H", "H", "C", "H", "H", "H", "C", "H", "H", "H", "C", "H", "H", "H", "C", "O", "H", "Se", "C", "N"], "xyz": [[-1.4646, 3.3967, -1.7133], [-1.2576, 2.0401, -1.4806], [-0.0291, 1.4405, -1.8873], [1.0547, 2.2633, -2.3699], [0.7995, 3.6452, -2.5492], [-0.4332, 4.1954, -2.2462], [2.2930, 1.6479, -2.5778], [2.4726, 0.2833, -2.3273], [1.3322, -0.4653, -1.8572], [1.4821, -1.8299, -1.4702], [2.7038, -2.4668, -1.6511], [3.8107, -1.7542, -2.1498], [3.6988, -0.4129, -2.4684], [-2.4360, 3.8244, -1.4754], [1.6203, 4.2620, -2.9349], [-0.6343, 5.2590, -2.4049], [3.1348, 2.2425, -2.9119], [2.7724, -3.5247, -1.4091], [4.7550, -2.2937, -2.2727], [4.5613, 0.1563, -2.8358], [0.1190, 0.1084, -1.7439], [-0.1064, -0.1466, 1.8611], [-2.2505, 1.1393, -0.8032], [-2.1589, 0.1216, -1.2163], [-3.2660, 1.5478, -0.9144], [0.2703, -2.5057, -0.9004], [-0.6381, -2.0730, -1.3563], [0.3502, -3.5971, -1.0342], [-1.9472, 0.8836, 1.0301], [-0.0033, -2.1899, 0.9289], [1.3098, -3.2167, 1.6510], [1.1916, -3.2248, 2.7405], [1.2165, -4.2345, 1.2479], [2.2933, -2.8027, 1.4039], [-1.5284, -3.1208, 1.2290], [-1.3598, -4.1568, 0.9047], [-1.7591, -3.1011, 2.2990], [-2.3702, -2.6915, 0.6768], [-2.2090, 2.5737, 1.6360], [-3.1585, 2.9459, 1.2263], [-2.2458, 2.5603, 2.7297], [-1.3844, 3.2120, 1.3083], [-3.4748, 0.0402, 1.5180], [-3.4888, -0.0567, 2.6069], [-4.3138, 0.6687, 1.1929], [-3.5580, -0.9510, 1.0662], [1.7028, -0.2651, 2.4152], [2.7699, -0.2959, 2.8721], [0.5615, 0.9121, 0.8231], [0.0342, 0.0336, 6.7308], [-0.2972, -0.0002, 5.0146], [-0.5377, -0.0263, 3.8483]], "lumo_ev": [-2.1210, -6.5139], "total_energy_ev": -113949.79766, "fmax_ha_per_bohr": 0.074, "orbital_gap_ev": [6.066, 4.515], "charge": 1, "s_squared": 6.064, "multiplicity": 5, "homo_ev": [-8.187, -11.029]}

No. 2
{"formula": "C4H10OS", "method": "ωB97M-V/def2-TZVPD", "symbols": ["C", "C", "C", "C", "O", "S", "H", "H", "H", "H", "H", "H", "H", "H", "H", "H"], "xyz": [[-2.6725, 0.4444, 0.9470], [-2.3887, 0.8631, -0.2392], [2.8602, 0.2939, -0.5264], [-0.0487, -1.2429, 0.1322], [1.7271, 0.1943, -1.2783], [0.2883, 0.3535, -0.5456], [-2.7131, -0.6651, 1.0733], [-2.4591, 1.0458, 1.9364], [-2.4643, 0.1988, -1.0720], [-2.2222, 1.8383, -0.4834], [3.6972, 0.0533, -1.1744], [2.8430, -0.4042, 0.4489], [3.0885, 1.3513, -0.1806], [0.5047, -1.2780, 1.0387], [-1.0714, -1.3115, 0.3133], [0.3866, -2.0213, -0.5429]], "lumo_ev": [0.9545, -1.9356], "total_energy_ev": -17185.73292, "fmax_ha_per_bohr": 0.095, "de_lowest_kcal_mol": 61.2, "orbital_gap_ev": [5.373, 7.654], "s_squared": 2.009, "multiplicity": 3, "homo_ev": [-4.419, -9.590]}

No. 3
{"formula": "C26H26CdClN6OS2", "method": "ωB97M-V/def2-TZVPD", "symbols": ["Cd", "Cl", "C", "C", "C", "C", "O", "C", "C", "N", "C", "C", "C", "C", "C", "C", "C", "C", "N", "C", "C", "H", "H", "H", "H", "H", "H", "H", "H", "H", "H", "C", "N", "C", "C", "C", "N", "C", "C", "H", "H", "H", "H", "H", "H", "H", "H", "H", "H", "H", "H", "H", "H", "H", "H", "S", "C", "C", "N", "C", "S", "C", "N"], "xyz": [[-1.1807, -0.9810, 0.9882], [-7.2326, 2.8660, -0.5471], [-6.0199, 1.8260, 0.1658], [-6.3954, 0.5392, 0.6144], [-5.4789, -0.2878, 1.1846], [-4.0992, 0.0909, 1.3505], [-3.2820, -0.7020, 1.8924], [-3.7480, 1.4075, 0.8740], [-2.4475, 1.9554, 1.0108], [-1.3858, 1.3340, 1.4262], [-0.2132, 2.0492, 1.6769], [-0.1341, 3.4116, 1.8723], [1.0979, 4.0487, 2.1183], [2.2545, 3.3328, 2.2110], [2.2139, 1.9255, 2.0764], [3.3635, 1.1100, 2.2058], [3.2536, -0.2390, 2.0726], [1.9852, -0.7929, 1.7964], [0.9072, -0.0661, 1.6811], [0.9899, 1.2828, 1.8091], [-4.7356, 2.2457, 0.2957], [-7.4231, 0.2206, 0.4929], [-5.7524, -1.2788, 1.5218], [-2.3644, 3.0090, 0.7232], [-1.0313, 4.0144, 1.8601], [1.1133, 5.1238, 2.2476], [3.2022, 3.8191, 2.4076], [4.3197, 1.5760, 2.4155], [4.1108, -0.8900, 2.1715], [1.8511, -1.8643, 1.6869], [-4.4525, 3.2354, -0.0446], [-0.3743, 1.3920, -2.0951], [0.8638, 0.8301, -1.5893], [1.8144, 1.8849, -1.2958], [1.3898, -0.1150, -2.5657], [2.7450, -0.7273, -2.2447], [2.8058, -1.5300, -1.0377], [1.9655, -2.7164, -1.1250], [4.1754, -1.9089, -0.7622], [-0.2158, 1.9795, -3.0183], [-0.8160, 2.0485, -1.3434], [-1.0823, 0.5935, -2.3164], [2.2061, 2.3602, -2.2151], [2.6572, 1.4943, -0.7238], [1.3333, 2.6581, -0.6955], [1.5082, 0.3873, -3.5469], [0.6392, -0.8956, -2.7004], [3.4973, 0.0613, -2.1571], [3.0339, -1.3256, -3.1311], [2.2904, -3.3863, -1.9402], [0.9260, -2.4422, -1.2865], [2.0111, -3.2737, -0.1879], [4.6171, -2.5126, -1.5753], [4.2123, -2.5036, 0.1524], [4.7937, -1.0180, -0.6269], [-0.6136, -3.3256, 1.7828], [-1.0534, -4.1169, 0.2875], [-0.8724, -5.5448, 0.3242], [-0.7004, -6.6816, 0.3876], [-1.5072, -3.5650, -0.8740], [-1.7866, -1.8759, -1.2532], [-1.7703, -4.4400, -1.9845], [-1.9792, -5.1063, -2.9003]], "lumo_ev": 1.5818, "total_energy_ev": -77132.78025, "fmax_ha_per_bohr": 0.006, "de_lowest_kcal_mol": 6.4, "orbital_gap_ev": 6.065, "charge": -1, "homo_ev": -4.483}

No. 4
{"formula": "C7H12NO2S", "method": "ωB97M-V/def2-TZVPD", "symbols": ["C", "C", "C", "C", "C", "C", "C", "N", "O", "O", "S", "H", "H", "H", "H", "H", "H", "H", "H", "H", "H", "H", "H"], "xyz": [[0.9237, 2.3162, 0.6700], [-1.2901, 1.3504, 0.9758], [-3.6397, 1.1851, -0.7988], [3.0827, -2.2279, 0.8842], [1.8121, -0.9739, -1.1007], [-2.6040, 0.1067, -0.4850], [2.1883, -1.0959, 0.3319], [-0.1869, 2.0987, 1.1046], [-2.0559, 1.1170, 1.9222], [-1.3727, 0.7508, -0.3110], [2.4602, 2.5274, 0.6647], [-4.5115, 0.6277, -1.2376], [-3.9671, 1.6317, 0.1174], [-3.2525, 1.9804, -1.4004], [2.6584, -3.1298, 0.5428], [3.1377, -2.2572, 2.0078], [4.0830, -2.1224, 0.3820], [1.3431, -1.8048, -1.5681], [1.1803, -0.0596, -1.0743], [2.6484, -0.6862, -1.7490], [-2.2849, -0.6322, -1.2549], [-2.6686, -0.4574, 0.4324], [2.3160, -0.2447, 0.9443]], "lumo_ev": [3.4905, 3.3582], "total_energy_ev": -23871.10847, "fmax_ha_per_bohr": 0.057, "de_lowest_kcal_mol": 0.0, "orbital_gap_ev": [4.080, 7.956], "charge": -1, "s_squared": 2.017, "multiplicity": 3, "homo_ev": [-0.589, -4.598]}